#i
Computed, not measured: a structure of composition ClHNO2S, with wB97M-V/def2-TZVPD.

Positions of all 6 atoms, in Å:
1 N 0.18620 -0.47419 -0.34722
2 O 2.38145 -2.02444 -0.64314
3 O 0.01474 -1.52385 0.58392
4 S 1.65571 -1.11411 0.22317
5 Cl 3.03235 1.24389 0.11743
6 H 0.14635 0.39830 0.15357

Calculated values
Orbital gap, eV: 8.41
Lowest unoccupied orbital energy, eV: 4.002
2S+1: 1
E_HOMO, eV: -4.4
Net charge: -1

natural (NBO) population analysis, charges in e, atoms 1 to 2: -0.517 -0.915

---

#ii
Computed, not measured: the ion ClHNO2S with charge -1, with wB97M-V/def2-TZVPD.

Positions of all 6 atoms, in Å:
1 N 1.11181 0.79108 0.87776
2 O -0.42400 1.09913 3.15886
3 O -1.44716 0.42144 1.00862
4 S -0.58765 1.39804 1.73196
5 Cl 1.17117 1.24974 -0.81517
6 H 0.74880 -0.12248 0.81044

Calculated values
Orbital gap, eV: 7.74
Lowest unoccupied orbital energy, eV: 3.822
2S+1: 1
E_HOMO, eV: -3.9
Net charge: -1

natural (NBO) population analysis, charges in e, atoms 1 to 2: -0.826 -1.003

---

#iii
Computed, not measured: the ion ClHNO2S with charge -1, with wB97M-V/def2-TZVPD.

Positions of all 6 atoms, in Å:
1 N 0.68347 0.11716 -0.90536
2 O -1.25015 -1.28792 -0.19283
3 O -0.32608 1.09454 -1.16782
4 S -0.62873 -0.01956 0.18441
5 Cl 0.15274 -0.49726 2.39583
6 H 1.36876 0.59305 -0.31422

Calculated values
Orbital gap, eV: 8.44
Lowest unoccupied orbital energy, eV: 4.190
2S+1: 1
E_HOMO, eV: -4.2
Net charge: -1

natural (NBO) population analysis, charges in e, atoms 1 to 2: -0.517 -0.943

---

Short version: #iii is the least stable of them.

---

#i
Computed, not measured: the ion C11H14N3 with charge +1, with wB97M-V/def2-TZVPD.

Positions of all 28 atoms, in Å:
1 C -3.28662 3.41007 2.05645
2 C -2.47046 2.77124 1.43883
3 C -0.74036 -2.70456 -0.72064
4 C 0.06324 0.42630 -0.04545
5 C 0.87927 -0.51738 0.42981
6 C -1.67255 1.91550 0.64224
7 C -0.46320 1.46711 0.92275
8 C 0.69307 -2.82693 -0.30496
9 C -0.78684 -0.63721 -2.00866
10 C 1.41604 -0.54025 1.82598
11 C -0.10455 1.63861 -2.16361
12 N -1.17297 -1.77769 -1.50265
13 N -0.33021 0.45044 -1.40394
14 N 1.38622 -1.60318 -0.32745
15 H -3.77004 3.73282 2.91934
16 H -1.52300 -3.45598 -0.39564
17 H -2.21060 1.55455 -0.17498
18 H 0.17792 1.73759 1.80220
19 H 0.65667 -3.25644 0.59384
20 H 1.09014 -3.48522 -0.99645
21 H -0.99680 -0.58051 -3.15704
22 H 0.86046 0.23708 2.35195
23 H 2.48732 -0.16498 1.85342
24 H 1.39999 -1.52950 2.09802
25 H -0.01409 2.44034 -1.45578
26 H 0.79477 1.55423 -2.69772
27 H -0.80013 1.86838 -2.85959
28 H 2.45456 -1.82671 -0.09873

Calculated values
Orbital gap, eV: 7.78
Lowest unoccupied orbital energy, eV: -4.207
2S+1: 1
SMILES string: C#C/C=C/C1=C(\C)NC\C=N/C=[N+]\1C
E_HOMO, eV: -12.0
Net charge: +1

natural (NBO) population analysis, charges in e, atoms 1 to 2: -0.135 -0.070

---

#ii
Computed, not measured: the ion C11H14N3 with charge +1, with wB97M-V/def2-TZVPD.

Positions of all 28 atoms, in Å:
1 C -2.57393 -1.53502 -0.32448
2 C -1.43207 -1.66260 -1.04049
3 C -2.81467 -0.61698 0.72352
4 C 1.62679 -0.61364 0.84053
5 C -0.17852 -0.98205 -0.68748
6 C 0.42301 -0.01359 -1.42380
7 C -2.22336 0.54812 0.64219
8 C 0.53099 -1.34523 0.48884
9 C 2.22080 0.28522 0.00338
10 C 3.58167 0.88947 0.24947
11 C -1.61318 2.85904 -0.08750
12 N 1.58681 0.62033 -1.14038
13 N -0.00454 -2.22556 1.26311
14 N -1.62761 1.57134 0.57599
15 H -3.39116 -2.36405 -0.46682
16 H -1.44730 -2.28768 -2.02278
17 H -3.61560 -0.81491 1.35076
18 H 2.21305 -0.84813 1.74723
19 H 4.05995 0.31332 0.99418
20 H 4.00827 0.86844 -0.66446
21 H 3.82316 1.87636 0.68099
22 H -2.50441 3.34390 0.15010
23 H -0.79863 3.50374 0.41068
24 H -1.59786 2.72276 -1.12476
25 H 2.10417 1.05960 -1.87788
26 H 0.37380 -2.43138 2.09396
27 H -0.75477 -2.86241 1.05103
28 H 0.02514 0.14158 -2.40511

Calculated values
Orbital gap, eV: 7.98
Lowest unoccupied orbital energy, eV: -3.066
2S+1: 1
SMILES string: CN=C=C/C=C\c1c[nH]c(C)cc1=[NH2+]
E_HOMO, eV: -11.0
Net charge: +1

natural (NBO) population analysis, charges in e, atoms 1 to 2: -0.113 -0.350

---

Short version: #i is the least stable of them.

---

#i
Computed, not measured: an isolated molecule of C5H8FNS, with wB97M-V/def2-TZVPD.

Positions of all 16 atoms, in Å:
1 C -0.53750 1.34489 0.12944
2 C 0.63403 1.00422 -0.79907
3 C 1.18851 -0.44384 -0.59952
4 C -0.72006 -1.17648 0.78279
5 C -1.41575 0.02895 0.27314
6 H -1.16212 2.15366 -0.23843
7 H 1.39433 1.73592 -0.57816
8 H 0.34612 1.13004 -1.87024
9 H 0.95903 -1.03428 -1.48467
10 H 2.32391 -0.33704 -0.55054
11 H 1.25403 -1.83768 0.91686
12 H -0.87981 -1.33104 1.87168
13 H -1.13069 -2.06566 0.28621
14 N 0.74268 -1.00574 0.67285
15 F -0.02196 1.75918 1.34897
16 S -2.97476 0.07490 -0.16129

Calculated values
Orbital gap, eV: 8.48
Lowest unoccupied orbital energy, eV: -0.375
2S+1: 1
SMILES string: F[C@H]1CCNCC1=S
E_HOMO, eV: -8.9

natural (NBO) population analysis, charges in e, atoms 1 to 2: 0.152 -0.448

---

#ii
Computed, not measured: an isolated molecule of C5H8FNS, with wB97M-V/def2-TZVPD.

Positions of all 16 atoms, in Å:
1 C -0.23614 1.57865 0.05186
2 C -0.19292 0.07387 0.17676
3 C 0.24186 -0.54125 -1.16814
4 C 0.97184 -0.69495 0.75712
5 C -1.54070 -0.48251 0.56752
6 H -0.23181 2.11309 1.13817
7 H 0.55795 1.99957 -0.70865
8 H -0.51548 -1.08270 -1.66815
9 H 0.68362 0.37813 -1.67335
10 H 2.36396 -1.37717 -0.91428
11 H 1.78255 0.17526 1.20188
12 H 0.91052 -1.38508 1.67789
13 H -1.80184 -0.41920 1.72551
14 N 1.40199 -1.28000 -0.51641
15 F -1.53499 2.08360 -0.42255
16 S -2.86040 -1.13931 -0.22520

Calculated values
Orbital gap, eV: 8.30
Lowest unoccupied orbital energy, eV: -0.453
2S+1: 1
SMILES string: FCC1(C=S)CNC1
E_HOMO, eV: -8.7

natural (NBO) population analysis, charges in e, atoms 1 to 2: 0.076 -0.305

---

Short version: #ii is the least stable of them.

---

#i
Computed, not measured: a structure of composition C4H12FeN2O10, with wB97M-V/def2-TZVPD.

Positions of all 29 atoms, in Å:
1 Fe 1.71606 -8.27862 -4.95864
2 N 3.81052 -9.46895 -2.71395
3 O 5.00419 -9.60627 -2.95708
4 O 3.34371 -9.61201 -1.57118
5 O 2.99132 -9.27632 -3.67840
6 N 4.09592 -8.09350 -7.26481
7 O 3.23036 -7.91488 -6.33544
8 O 3.96413 -9.07068 -8.00825
9 O 4.93322 -7.21422 -7.45210
10 C 0.64535 -6.19761 -3.22473
11 C 0.27396 -7.48033 -2.48298
12 O 0.24076 -8.53858 -3.47394
13 O 1.78249 -6.40662 -4.05951
14 H 0.85289 -5.45044 -2.45206
15 H -0.22013 -5.78450 -3.74495
16 H -0.75545 -7.36439 -2.13289
17 H 0.85315 -7.74694 -1.60190
18 H -0.34926 -9.25666 -3.23437
19 H 2.29133 -5.59078 -4.11268
20 C -0.27784 -8.58431 -7.09620
21 C -0.01259 -9.93709 -6.49233
22 O 1.34986 -10.06423 -6.10735
23 O 0.20830 -7.47387 -6.27205
24 H -1.33185 -8.45870 -7.36362
25 H 0.25092 -8.47402 -8.05063
26 H -0.16027 -10.64438 -7.31505
27 H -0.74595 -10.16232 -5.71524
28 H 1.84644 -10.62724 -6.70864
29 H 0.05499 -6.72634 -6.85997

Calculated values
Orbital gap (spin up / spin down), eV: 8.11 / 8.03
Lowest unoccupied orbital energy (spin up / spin down), eV: -0.515 / -0.515
2S+1: 5
E_HOMO (spin up / spin down), eV: -8.6 / -8.5

natural (NBO) population analysis, charges in e, atoms 1 to 2: 1.573 0.731

---

#ii
Computed, not measured: a structure of composition C4H12FeN2O10, with wB97M-V/def2-TZVPD.

Positions of all 29 atoms, in Å:
1 Fe -16.57511 4.02273 -17.71211
2 N -15.27776 1.41990 -16.71681
3 O -14.28373 0.77953 -16.40409
4 O -15.11194 2.63404 -17.11214
5 O -16.42223 0.95536 -16.71467
6 N -19.08027 4.11160 -15.74029
7 O -19.56510 5.14827 -16.25290
8 O -17.98096 3.66978 -16.21260
9 O -19.64054 3.52721 -14.82362
10 C -14.05781 5.04071 -18.81922
11 C -14.51390 6.07172 -17.81319
12 O -15.31563 5.42563 -16.79920
13 O -15.23271 4.43756 -19.46491
14 H -13.50705 4.22175 -18.35588
15 H -13.43440 5.54456 -19.55991
16 H -14.97430 6.90707 -18.34551
17 H -13.63657 6.42214 -17.26497
18 H -15.04271 5.87257 -15.99411
19 H -14.80529 3.95163 -20.17908
20 C -19.11088 4.33272 -19.19973
21 C -18.83882 2.83579 -19.40529
22 O -17.44834 2.55227 -19.14466
23 O -17.98230 5.06340 -18.67113
24 H -19.99029 4.46137 -18.57015
25 H -19.28387 4.82651 -20.15804
26 H -19.02553 2.60202 -20.45716
27 H -19.50984 2.16050 -18.87596
28 H -17.23249 1.69018 -19.51058
29 H -18.21493 5.99328 -18.72915

Calculated values
Orbital gap (spin up / spin down), eV: 8.43 / 8.51
Lowest unoccupied orbital energy (spin up / spin down), eV: -0.346 / -0.346
2S+1: 5
E_HOMO (spin up / spin down), eV: -8.8 / -8.9

natural (NBO) population analysis, charges in e, atoms 1 to 2: 1.576 0.724

---

Short version: #i is the least stable of them.

---

#i
Computed, not measured: the ion C4H9N4 with charge +1, with wB97M-V/def2-TZVPD.

Positions of all 17 atoms, in Å:
1 C -1.64669 0.17051 -1.25081
2 C 0.63924 0.18115 0.23211
3 C 2.66814 -0.29969 1.53423
4 C 1.15973 -0.50942 1.32275
5 N -0.42292 -0.14690 -0.80344
6 N 0.56397 1.01810 -0.68621
7 N -1.79978 1.31333 -1.83857
8 N -2.62765 -0.70046 -1.04272
9 H 3.05394 0.77997 1.55597
10 H 3.22537 -0.85596 0.76696
11 H 2.88645 -0.67684 2.53516
12 H 0.76593 -0.12344 2.23458
13 H 1.00652 -1.59969 1.40984
14 H -1.00787 2.00954 -1.52887
15 H -2.55816 1.65282 -2.39786
16 H -2.38141 -1.51265 -0.45611
17 H -3.52481 -0.70038 -1.58701

Calculated values
Orbital gap, eV: 10.63
Lowest unoccupied orbital energy, eV: -3.321
2S+1: 1
SMILES string: CCC1=NN1C(N)=[NH2+]
E_HOMO, eV: -14.0
Net charge: +1

natural (NBO) population analysis, charges in e, atoms 1 to 2: 0.632 0.552

---

#ii
Computed, not measured: the ion C4H9N4 with charge +1, with wB97M-V/def2-TZVPD.

Positions of all 17 atoms, in Å:
1 C -0.06286 1.26511 -0.70465
2 C 1.65372 -1.01208 0.61993
3 C 0.44165 -1.08756 -0.26618
4 C -1.83195 -0.38410 0.11201
5 N 2.62026 1.14548 0.02556
6 N 2.38743 0.13335 0.37511
7 N -0.43434 0.07251 -0.20488
8 N -0.86128 2.28645 -0.44289
9 H 1.53654 -0.96999 1.69382
10 H 2.28037 -1.82634 0.50954
11 H 0.95394 -1.31968 -1.23822
12 H -0.03981 -2.11119 -0.10523
13 H -2.16065 -0.78208 -0.87958
14 H -1.78643 -1.14978 0.93839
15 H -2.42756 0.47392 0.44401
16 H -0.48607 3.10204 -0.80176
17 H -1.78297 2.16392 -0.07499

Calculated values
Orbital gap, eV: 7.53
Lowest unoccupied orbital energy, eV: -5.000
2S+1: 1
E_HOMO, eV: -12.5
Net charge: +1

natural (NBO) population analysis, charges in e, atoms 1 to 2: 0.173 -0.303

---

#iii
Computed, not measured: the ion C4H9N4 with charge +1, with wB97M-V/def2-TZVPD.

Positions of all 17 atoms, in Å:
1 C -2.14502 0.50331 0.07060
2 C 0.06430 -1.02293 0.06823
3 C -0.86260 1.14336 0.80032
4 C 1.26157 -1.92756 0.07289
5 N -2.07752 -0.71448 -0.24534
6 N -1.08780 -1.50533 -0.03579
7 N 0.35915 0.48769 0.31681
8 N 1.08739 1.21216 -0.70011
9 H -2.96246 1.16561 -0.16179
10 H -0.83142 2.21249 0.46038
11 H -0.90521 1.03413 1.84808
12 H 0.90313 -2.89771 -0.01477
13 H 1.66149 -2.06338 1.02887
14 H 1.89471 -1.91424 -0.82869
15 H 2.07072 0.99489 -0.84326
16 H 0.91878 2.16134 -0.25304
17 H 0.65078 1.13066 -1.58341

Calculated values
Orbital gap, eV: 8.94
Lowest unoccupied orbital energy, eV: -4.159
2S+1: 1
SMILES string: CC1=NN=CCN1[NH3+]
E_HOMO, eV: -13.1
Net charge: +1

natural (NBO) population analysis, charges in e, atoms 1 to 2: 0.086 0.401

---

Short version: #iii is the least stable of them.

---

#i
Computed, not measured: an isolated molecule of C7H6O, with wB97M-V/def2-TZVPD.

Positions of all 14 atoms, in Å:
1 C -0.86097 -1.54343 -0.25020
2 C 0.99795 -0.92620 0.90282
3 C 0.60413 0.25202 0.35406
4 C 0.85546 1.53448 0.33261
5 C -0.14455 2.13578 -0.47929
6 C -0.95923 1.02163 -0.94718
7 C -0.65397 -0.08825 -0.41078
8 H -1.03621 -2.18969 -1.10132
9 H -1.83317 -1.67535 0.27022
10 H 1.65874 -1.23161 1.60444
11 H 1.59030 2.26590 0.79682
12 H -0.11055 3.29482 -0.20031
13 H -1.94363 1.11065 -1.59207
14 O 0.33020 -1.98636 0.40125

Calculated values
Orbital gap, eV: 8.27
Lowest unoccupied orbital energy, eV: 0.220
2S+1: 1
SMILES string: C1=CC2=COCC2=C1
E_HOMO, eV: -8.0

natural (NBO) population analysis, charges in e, atoms 1 to 2: -0.102 0.272

---

#ii
Computed, not measured: an isolated molecule of C7H6O, with wB97M-V/def2-TZVPD.

Positions of all 14 atoms, in Å:
1 C -0.90064 0.46741 0.74166
2 C 0.04676 1.40065 0.05772
3 C 1.14464 0.94902 -0.60498
4 C 1.90509 -0.26324 -0.41306
5 C 2.33943 -1.40468 -0.11785
6 C -1.87625 -0.32599 -0.16120
7 C -2.85610 -0.93946 -0.66631
8 H 0.99061 -0.68810 1.11902
9 H -1.58107 0.99924 1.56345
10 H -0.23364 2.37192 -0.29729
11 H 1.89841 1.77533 -1.06472
12 H 2.72424 -2.49457 -0.20290
13 H -3.59871 -1.35453 -1.41996
14 O -0.00277 -0.49300 1.46641

Calculated values
Orbital gap, eV: 9.58
Lowest unoccupied orbital energy, eV: -0.131
2S+1: 1
SMILES string: C#C/C=C\[C@H](O)C#C
E_HOMO, eV: -9.7

natural (NBO) population analysis, charges in e, atoms 1 to 2: 0.001 -0.130

---

Short version: #ii is the least stable of them.